# 1
53
Properties=species:S:1:pos:R:3:mulliken_spin:R:1 method="wB97M-V/def2-TZVPD" e_homo_ev="-18.107 / -18.727" total_charge=+3 molar_mass_g_mol=578.4 lumo_energy_ev="-10.281 / -13.229" multiplicity=5 s_squared=6.051 largest_force_ha_per_bohr=0.115 e_above_lowest_kj_mol=0.0
C -1.944 -2.477 -2.870 0.1701
C -0.860 -2.595 -1.851 0.1512
H -2.170 -3.424 -3.368 0.0022
H -1.666 -1.774 -3.648 -0.0152
H -2.873 -2.082 -2.451 -0.0155
O -0.247 -3.568 -1.576 0.3172
I -1.215 2.308 -0.903 0.8972
Ru -0.317 -0.302 -0.640 1.3553
P -2.039 -1.070 0.687 -0.0201
C -1.415 -1.994 2.167 0.0223
C -3.158 0.242 1.345 0.0439
H -3.758 -0.207 2.149 0.0090
H -3.870 -2.630 0.855 -0.0008
H -3.801 0.572 0.517 0.0001
H -3.844 -1.785 -0.739 0.0000
H -0.411 -1.690 2.486 0.0039
H -2.614 1.115 1.723 -0.0022
C -3.228 -2.270 0.037 0.0093
H -2.105 -1.847 3.009 0.0039
H -2.683 -3.129 -0.396 -0.0024
H -1.375 -3.064 1.913 -0.0005
P 1.092 -0.196 -2.445 -0.0341
C 2.793 -0.797 -2.058 0.0239
C 0.792 -1.186 -3.940 0.0065
H 0.347 1.705 -3.759 -0.0004
H 2.117 1.466 -3.930 0.0121
H 1.438 2.281 -2.495 -0.0060
C 1.276 1.476 -3.221 0.0387
H -0.146 -0.847 -4.410 -0.0029
H 1.614 -1.041 -4.655 -0.0006
H 3.486 -0.526 -2.866 0.0061
H 2.766 -1.893 -1.969 -0.0009
H 0.750 -2.257 -3.700 -0.0001
H 3.160 -0.383 -1.112 -0.0024
C 0.766 -1.572 0.120 -0.0997
O 1.462 -2.386 0.604 -0.0129
C 0.302 2.543 4.620 0.1051
C -0.504 1.542 4.072 -0.0275
C -0.246 1.095 2.778 0.0258
C 0.795 1.601 1.987 -0.0174
C 1.078 1.142 0.649 0.4731
C 2.160 1.737 0.021 -0.1448
C 3.008 2.701 0.596 0.1384
C 2.756 3.135 1.886 0.1523
C 1.654 2.592 2.592 -0.0002
C 1.366 3.073 3.900 0.2318
H 0.111 2.901 5.638 0.0045
H -1.317 1.114 4.672 -0.0029
H -0.891 0.354 2.321 0.2320
H 2.387 1.481 -1.006 -0.0240
H 3.853 3.059 -0.005 0.0007
H 3.373 3.903 2.360 -0.0001
H 1.997 3.855 4.310 -0.0033

# 2
63
Properties=species:S:1:pos:R:3:lowdin_charge:R:1 method="wB97M-V/def2-TZVPD" e_homo_ev=-14.436 total_charge=+2 molar_mass_g_mol=536.4 lumo_energy_ev=-5.309 largest_force_ha_per_bohr=0.058 e_above_lowest_kj_mol=73.5
Sc -1.042 -0.231 -0.761 1.0639
C -3.982 -3.808 2.526 -0.0112
N -3.686 -2.605 1.749 -0.1191
C -4.696 -1.738 1.348 -0.0108
C -4.073 -0.841 0.576 -0.1070
N -2.740 -1.109 0.468 -0.0117
C -2.491 -2.170 1.323 -0.4144
P -0.908 -2.914 1.751 1.1906
C -0.195 -3.170 0.111 -0.4248
N -0.261 -2.311 -0.942 -0.0220
C 0.475 -2.838 -1.917 -0.1163
C 1.035 -3.989 -1.524 -0.0016
N 0.589 -4.188 -0.223 -0.1014
C 1.043 -5.328 0.548 0.0037
C -0.049 -1.337 2.185 -0.4290
N 0.050 -0.343 1.303 -0.0168
C 0.949 0.537 1.863 -0.0853
C 1.408 0.014 3.056 -0.0264
N 0.718 -1.129 3.286 -0.1004
C 1.054 -2.049 4.381 0.0141
H -4.434 -4.581 1.887 0.1120
H -4.607 -3.509 3.405 0.1201
H -3.088 -4.266 2.963 0.0667
H -5.735 -1.891 1.635 0.1485
H -4.563 -0.054 0.012 0.1299
H 0.409 -2.445 -2.931 0.1354
H 1.791 -4.528 -2.066 0.1420
H 0.215 -5.755 1.058 0.0791
H 1.755 -5.053 1.335 0.1052
H 1.508 -6.013 -0.166 0.1101
H 1.293 1.372 1.272 0.0827
H 2.077 0.489 3.773 0.1444
H 1.639 -1.503 5.079 0.0875
H 1.643 -2.891 4.004 0.1009
H 0.131 -2.447 4.829 0.1039
C -3.632 2.263 -4.411 0.0542
O -3.252 2.260 -2.997 0.0912
C -2.447 1.385 -2.538 -0.5627
O -2.157 1.428 -1.305 -0.0118
H -4.728 2.290 -4.429 0.1180
H -3.322 1.389 -4.921 0.0881
H -3.230 3.152 -4.894 0.1137
O -1.473 -0.611 -2.582 -0.2164
O -1.998 0.444 -3.341 0.0478
C 4.697 4.246 -0.525 -0.0877
C 3.315 4.792 -0.687 -0.4092
C 2.518 4.502 0.574 -0.0653
C 2.703 4.187 -1.932 -0.0941
N 2.069 2.886 -1.722 -0.0915
C 0.814 2.544 -1.573 -0.0746
N 0.822 1.215 -1.307 -0.0475
N 2.072 0.849 -1.293 -0.0005
N 2.863 1.834 -1.538 0.1215
H 5.078 4.634 0.425 0.0911
H 5.400 4.488 -1.309 0.0906
H 4.795 3.202 -0.321 0.0679
H 3.317 5.904 -0.850 0.1644
H 2.542 3.431 0.814 0.0663
H 1.531 4.873 0.569 0.0675
H 3.058 4.898 1.442 0.0956
H 3.528 4.058 -2.641 0.1389
H 1.950 4.867 -2.357 0.1406
H -0.058 3.213 -1.546 0.1614

# 3
53
Properties=species:S:1:pos:R:3:lowdin_charge:R:1 method="wB97M-V/def2-TZVPD" e_homo_ev=-8.196 smiles="CCCCS(=O)(=O)N1CCC[C@@H](C(=O)Nc2ccc3c(c2)CCC3)C1" molar_mass_g_mol=364.5 lumo_energy_ev=0.728 largest_force_ha_per_bohr=0.019 e_above_lowest_kj_mol=6.2
C 4.436 3.682 0.387 -0.1041
C 5.424 2.662 -0.169 -0.2659
C 5.734 1.525 0.805 -0.2395
C 4.503 0.731 1.201 -0.2178
S 3.693 0.038 -0.275 0.6647
O 2.690 0.962 -0.741 -0.2913
O 4.689 -0.388 -1.213 -0.2794
N 2.988 -1.339 0.394 -0.2388
C 3.054 -2.535 -0.422 -0.2006
C 1.998 -2.521 -1.526 -0.1618
C 0.611 -2.351 -0.911 -0.1391
C 0.567 -1.067 -0.069 -0.2257
C -0.789 -0.977 0.623 -0.4338
O -0.999 -1.476 1.708 0.0811
N -1.714 -0.325 -0.128 0.1376
C -3.074 -0.100 0.130 -0.2101
C -3.701 -0.536 1.292 -0.0069
C -5.052 -0.295 1.491 -0.0147
C -5.773 0.376 0.526 -0.1968
C -5.146 0.815 -0.638 -0.1894
C -3.805 0.586 -0.844 0.0293
C -6.124 1.528 -1.525 -0.1317
C -7.488 1.102 -0.958 -0.1748
C -7.224 0.758 0.517 -0.1342
C 1.686 -1.109 0.978 -0.1576
H 4.733 4.007 1.382 0.0757
H 3.437 3.257 0.432 0.0581
H 4.398 4.554 -0.261 0.0725
H 6.363 3.163 -0.416 0.1096
H 5.019 2.233 -1.086 0.0909
H 6.438 0.841 0.326 0.1087
H 6.204 1.927 1.707 0.1183
H 3.762 1.344 1.703 0.0963
H 4.757 -0.129 1.813 0.1022
H 4.056 -2.568 -0.848 0.1104
H 2.910 -3.396 0.237 0.1321
H 2.048 -3.449 -2.098 0.1162
H 2.212 -1.686 -2.196 0.1167
H -0.149 -2.311 -1.695 0.1196
H 0.387 -3.204 -0.265 0.1292
H 0.737 -0.200 -0.713 0.1268
H -1.393 0.058 -1.007 0.1441
H -3.127 -1.065 2.034 0.0964
H -5.529 -0.639 2.397 0.1140
H -3.318 0.927 -1.748 0.1180
H -6.008 1.266 -2.576 0.1135
H -5.983 2.609 -1.431 0.1196
H -8.245 1.876 -1.075 0.1039
H -7.832 0.208 -1.482 0.1109
H -7.871 -0.040 0.881 0.1133
H -7.379 1.632 1.155 0.1182
H 1.727 -0.158 1.511 0.1281
H 1.477 -1.904 1.700 0.1380

# 4
50
Properties=species:S:1:pos:R:3:lowdin_charge:R:1 method="wB97M-V/def2-TZVPD" e_homo_ev=-10.550 total_charge=+1 molar_mass_g_mol=298.5 lumo_energy_ev=-4.007 largest_force_ha_per_bohr=0.070 e_above_lowest_kj_mol=247.1
C 4.851 -0.422 -1.571 -0.0223
N 3.910 -0.720 -0.501 -0.1814
C 4.143 -0.031 0.756 -0.0239
C 2.868 -1.514 -0.733 -0.0171
C 1.823 -1.776 0.186 -0.0593
C 0.704 -2.576 -0.017 -0.0195
C -0.402 -2.508 0.894 -0.2078
C -1.457 -3.452 0.799 -0.0516
C -2.490 -3.486 1.725 -0.0595
C -2.534 -2.545 2.771 -0.0470
C -1.541 -1.550 2.835 -0.0665
C -0.500 -1.512 1.917 -0.0125
H 5.758 -0.006 -1.135 0.0912
H 5.089 -1.335 -2.116 0.0993
H 4.443 0.306 -2.289 0.1098
H 5.156 0.383 0.718 0.0925
H 3.452 0.806 0.932 0.1126
H 4.082 -0.709 1.609 0.1022
H 2.814 -1.946 -1.740 0.1470
H 1.925 -1.296 1.173 0.0872
H 0.582 -3.299 -0.959 0.0558
H -1.421 -4.171 -0.024 0.0878
H -3.258 -4.259 1.643 0.1128
H -3.345 -2.576 3.514 0.1170
H -1.595 -0.797 3.621 0.1105
H 0.238 -0.712 1.980 0.1052
C -1.599 -3.835 -3.002 -0.0253
C -0.512 -4.751 -3.525 -0.5825
C -1.147 -5.903 -4.297 -0.0344
C 0.496 -4.064 -4.429 -0.0229
N 0.255 -5.270 -2.394 -0.0330
C 0.354 -4.765 -1.151 -0.1125
N 0.868 -5.767 -0.392 -0.1037
C 0.867 -5.924 1.059 -0.0070
C 1.311 -6.798 -1.226 -0.0355
C 0.946 -6.463 -2.469 -0.0520
H -1.205 -3.015 -2.391 0.0823
H -2.133 -3.415 -3.861 0.0973
H -2.323 -4.413 -2.412 0.0972
H -0.412 -6.570 -4.756 0.0792
H -1.833 -6.496 -3.680 0.1016
H -1.739 -5.472 -5.116 0.1004
H 1.232 -4.796 -4.786 0.0915
H -0.024 -3.642 -5.292 0.0945
H 1.020 -3.266 -3.889 0.0829
H 0.161 -5.235 1.537 0.0786
H 0.550 -6.953 1.298 0.1031
H 1.877 -5.774 1.467 0.0973
H 1.830 -7.665 -0.848 0.1254
H 1.067 -6.987 -3.390 0.1148

# 5
54
Properties=species:S:1:pos:R:3:lowdin_charge:R:1 method="wB97M-V/def2-TZVPD" e_homo_ev=-10.329 total_charge=+1 molar_mass_g_mol=362.4 lumo_energy_ev=-2.418 largest_force_ha_per_bohr=0.310 e_above_lowest_kj_mol=1750.4
C -3.888 0.672 1.840 -0.0460
N -2.689 1.267 1.491 -0.0427
C -1.574 0.601 0.904 -0.4339
O -1.760 -0.500 0.642 0.1367
C -0.660 1.557 0.734 -0.1254
C -0.509 2.955 0.840 -0.1594
C 0.806 3.381 0.596 -0.0698
C 1.397 4.649 0.047 0.0057
C 2.745 4.722 -0.264 -0.0199
C 3.469 3.441 -0.312 -0.1645
C 3.163 2.286 -0.162 -0.0586
C 1.677 2.295 0.133 0.0697
N 0.617 1.084 0.468 0.0674
C 1.356 -0.316 0.558 -0.0060
H 2.237 -0.273 0.802 0.0272
H 0.675 -0.779 1.444 0.1815
C 1.016 -1.066 -0.678 -0.4927
C 1.486 -2.520 -0.489 -0.0033
N 0.480 -3.401 -1.342 -0.1468
H -0.211 -2.539 -1.334 0.1492
C 0.717 -3.775 -2.617 -0.2744
H 1.545 -3.029 -2.924 0.1816
H 1.431 -4.791 -2.475 0.2231
C -0.423 -4.014 -3.218 -0.3175
H -0.999 -4.884 -3.365 0.1218
O -1.441 -3.070 -3.116 -0.0143
H -1.400 -2.208 -3.496 0.0995
H -0.175 -4.113 -4.534 0.2237
C -0.185 -4.277 -0.196 -0.1335
H -1.036 -4.837 -0.808 0.1767
C -0.702 -3.692 0.862 -0.4295
O 0.139 -3.372 1.833 -0.1155
H 0.400 -4.246 2.469 0.2348
H -1.668 -4.345 1.395 0.2186
H -1.313 -2.710 0.773 0.1627
H 0.729 -5.132 -0.144 0.2145
H 2.392 -2.753 -1.193 0.1501
H 1.662 -2.829 0.696 0.1859
O -0.097 -0.900 -1.322 0.0385
H -0.633 -0.632 -0.516 0.0823
H 1.816 -0.680 -1.360 0.1625
H 3.749 1.408 -0.003 0.1168
H 4.543 3.643 -0.514 0.1360
H 3.120 5.634 -0.261 0.0533
H 0.876 5.616 0.195 0.1136
C -1.800 3.502 1.015 -0.1253
H -2.366 3.730 0.173 0.0984
C -2.664 2.645 2.063 -0.0602
H -2.007 2.784 2.847 0.1006
H -3.446 3.304 2.170 0.1032
H -1.500 4.608 1.425 0.1789
H -3.831 -0.282 1.335 0.1039
H -4.135 0.569 2.690 -0.0096
H -4.770 1.169 1.370 0.1306

# 6
56
Properties=species:S:1:pos:R:3:mulliken_spin:R:1 method="wB97M-V/def2-TZVPD" e_homo_ev="-21.640 / -21.870" total_charge=+4 molar_mass_g_mol=470.5 lumo_energy_ev="-12.795 / -16.797" multiplicity=4 s_squared=3.774 largest_force_ha_per_bohr=0.126
N 2.035 -1.923 0.105 0.0302
C 3.116 -2.314 0.222 -0.0014
C 4.363 -2.910 0.616 -0.0001
H 5.202 -2.295 0.276 0.0004
H 4.458 -3.902 0.168 -0.0003
H 4.354 -3.006 1.708 -0.0002
N -2.265 -1.247 -0.100 0.0744
C -3.317 -1.702 -0.125 -0.0061
C -4.628 -2.205 0.218 0.0013
H -4.760 -3.245 -0.112 -0.0002
H -5.411 -1.598 -0.262 -0.0001
H -4.711 -2.148 1.317 -0.0008
N -0.025 2.376 -1.538 0.0053
C 0.313 3.423 -1.882 -0.0040
C 0.542 4.811 -2.198 -0.0001
H -0.100 5.422 -1.543 -0.0001
H 0.263 4.993 -3.243 -0.0001
H 1.607 5.053 -2.078 0.0001
Tc 0.079 -0.124 -0.297 1.4164
C -1.242 1.079 0.348 0.0012
O -2.075 1.791 0.740 0.0540
C -0.121 -1.189 1.257 -0.0456
O -0.264 -1.894 2.166 0.0278
C 0.635 -2.118 -2.077 0.0931
C 1.437 -0.994 -2.370 0.0642
C 0.832 0.180 -2.821 0.0152
C -0.542 0.258 -2.966 0.0793
C -1.348 -0.816 -2.575 0.1015
C -0.750 -2.007 -2.137 0.0591
H 1.071 -3.064 -1.795 -0.0020
H 2.510 -1.054 -2.271 0.0001
H 1.468 1.033 -3.085 0.0021
H -1.030 1.137 -3.385 -0.0023
H -2.416 -0.750 -2.691 -0.0048
H -1.355 -2.872 -1.904 -0.0056
C 0.012 1.717 3.483 -0.0021
N 1.005 0.862 2.842 0.7837
C 1.754 0.143 3.890 0.0093
C 1.769 1.349 1.782 -0.0227
N 1.571 1.027 0.520 0.0133
N 2.748 2.249 2.043 0.0844
C 3.021 2.828 3.361 -0.0038
C 3.717 2.644 1.025 0.0093
H -0.253 2.587 2.871 0.0033
H 0.369 2.018 4.481 0.0349
H -0.902 1.135 3.645 0.0486
H 2.573 -0.488 3.492 0.0072
H 2.165 0.869 4.639 0.0357
H 1.059 -0.532 4.409 0.0210
H 2.187 1.621 -0.029 0.0145
H 3.960 2.411 3.799 0.0006
H 3.111 3.935 3.262 0.0020
H 2.188 2.608 4.042 0.0032
H 4.179 1.763 0.568 0.0005
H 3.229 3.233 0.241 0.0010
H 4.491 3.263 1.512 0.0045

# 7
57
Properties=species:S:1:pos:R:3:lowdin_charge:R:1 method="wB97M-V/def2-TZVPD" e_homo_ev=-9.108 smiles="Cc1cncc(C(=O)N[C@@H](C)CCNC(=O)[C@@H]2CCCN2Cc2nnn(C)n2)c1" molar_mass_g_mol=400.5 lumo_energy_ev=0.632 largest_force_ha_per_bohr=0.008 e_above_lowest_kj_mol=60.7
C 4.601 -0.065 -2.308 -0.0404
C 4.115 1.333 -2.051 -0.2427
C 4.727 2.440 -2.627 -0.1031
N 4.351 3.702 -2.426 0.0748
C 3.324 3.914 -1.614 -0.0867
C 2.622 2.884 -0.995 -0.1264
C 1.519 3.226 -0.043 -0.4472
O 1.613 4.157 0.735 0.0672
N 0.447 2.378 -0.062 0.0846
C -0.678 2.557 0.862 -0.3604
C -1.606 3.665 0.377 -0.0437
C -1.434 1.237 1.052 -0.1395
C -0.715 0.161 1.860 -0.1716
N 0.411 -0.367 1.085 0.1003
C 1.456 -1.147 1.487 -0.4430
O 2.538 -1.056 0.925 0.0400
C 1.241 -2.189 2.577 -0.2220
C 0.187 -3.249 2.177 -0.1050
C -0.697 -3.420 3.426 -0.1565
C 0.134 -2.784 4.528 -0.1878
N 0.761 -1.654 3.851 -0.1235
C 1.787 -1.014 4.659 -0.1226
C 2.161 0.325 4.118 -0.3529
N 1.337 1.393 4.152 0.0728
N 1.963 2.355 3.538 0.0760
N 3.121 1.864 3.165 -0.2212
C 4.095 2.640 2.421 0.0117
N 3.298 0.602 3.504 0.1836
C 3.031 1.577 -1.217 0.0198
H 4.044 -0.524 -3.128 0.0855
H 5.655 -0.072 -2.581 0.0772
H 4.462 -0.689 -1.425 0.0776
H 5.584 2.299 -3.280 0.1140
H 3.035 4.943 -1.436 0.1209
H 0.272 1.892 -0.930 0.1495
H -0.229 2.857 1.811 0.1348
H -2.385 3.862 1.114 0.0824
H -1.042 4.583 0.219 0.0777
H -2.087 3.380 -0.562 0.0829
H -2.364 1.472 1.574 0.1198
H -1.726 0.838 0.072 0.1233
H -0.386 0.572 2.813 0.0866
H -1.415 -0.648 2.080 0.1097
H 0.760 0.312 0.423 0.0880
H 2.225 -2.662 2.703 0.1498
H -0.391 -2.929 1.311 0.1086
H 0.688 -4.178 1.909 0.1130
H -1.631 -2.870 3.312 0.1026
H -0.941 -4.461 3.631 0.1072
H -0.453 -2.438 5.380 0.1227
H 0.891 -3.497 4.900 0.1264
H 1.382 -0.876 5.662 0.1258
H 2.694 -1.632 4.735 0.1287
H 4.339 2.111 1.503 0.0856
H 3.634 3.596 2.192 0.0801
H 4.992 2.769 3.023 0.0901
H 2.565 0.743 -0.701 0.0951

# 8
56
Properties=species:S:1:pos:R:3:lowdin_charge:R:1 method="wB97M-V/def2-TZVPD" e_homo_ev=-20.495 total_charge=+4 molar_mass_g_mol=469.6 lumo_energy_ev=-14.944 largest_force_ha_per_bohr=0.016 e_above_lowest_kj_mol=0.0
Ru 0.203 -0.589 -0.097 1.4951
C 0.243 2.129 -3.592 0.0500
C 0.403 1.414 -2.300 -0.1892
N -0.074 0.246 -2.023 -0.0203
C -0.659 -0.621 -3.072 -0.1219
C -0.113 -1.991 -2.754 -0.1082
N -0.438 -2.205 -1.316 -0.1401
C 0.204 -3.393 -0.696 -0.1188
C -0.428 -3.508 0.671 -0.0967
N -0.707 -2.097 1.154 -0.1102
C -0.344 -1.922 2.602 -0.1175
C 1.131 -1.649 2.646 -0.1205
N 1.336 -0.557 1.669 -0.0237
C 2.242 0.344 1.851 -0.1987
C 3.203 0.350 2.984 0.0546
C 2.221 1.404 0.818 -0.1599
C 2.989 2.557 0.811 0.0939
C 2.840 3.454 -0.240 0.0837
C 1.961 3.153 -1.275 0.0939
C 1.238 1.974 -1.218 -0.1522
N 1.347 1.137 -0.171 0.0248
H -0.660 1.841 -4.124 0.1111
H 1.108 1.922 -4.235 0.1470
H 0.215 3.206 -3.433 0.1146
H -0.374 -0.300 -4.072 0.1454
H -1.750 -0.605 -3.011 0.1364
H 0.970 -2.034 -2.878 0.1509
H -0.564 -2.778 -3.362 0.1673
H -1.451 -2.323 -1.259 0.1465
H 1.281 -3.213 -0.652 0.1435
H 0.045 -4.283 -1.309 0.1669
H 0.217 -4.030 1.373 0.1443
H -1.375 -4.049 0.635 0.1580
H -1.713 -1.947 1.100 0.1323
H -0.629 -2.811 3.168 0.1614
H -0.907 -1.077 2.995 0.1330
H 1.731 -2.513 2.349 0.1502
H 1.443 -1.352 3.646 0.1467
H 3.608 -0.646 3.166 0.1239
H 2.700 0.676 3.902 0.1420
H 4.034 1.027 2.806 0.1056
H 3.693 2.760 1.606 0.1486
H 3.420 4.368 -0.263 0.1599
H 1.862 3.823 -2.118 0.1493
N -4.866 1.118 -0.321 0.2218
C -3.679 1.187 0.245 -0.3108
C -2.562 0.395 -0.190 -0.0324
N -1.393 0.483 0.445 -0.1119
C -1.274 1.319 1.492 -0.0856
C -2.396 2.084 1.897 -0.0347
N -3.544 2.026 1.293 0.1896
H -5.090 0.504 -1.096 0.1451
H -5.618 1.697 0.055 0.1643
H -2.651 -0.286 -1.024 0.1018
H -0.327 1.399 1.995 0.1013
H -2.305 2.778 2.727 0.1490